# 1
ORCA calculation (the ωB97M-V functional and the def2-TZVPD basis) on a structure of composition C30H45NO3P2STi at a distorted geometry.

The total energy comes out at -3380.32512 a.u. The value obtained for the HOMO-LUMO gap (alpha / beta) is 4.85 / 4.86 eV. The calculation puts the maximum force at 0.147 Eh/bohr. As for the HOMO energy (alpha / beta): -13.44 / -13.44 eV. The calculation puts the LUMO energy (alpha / beta) at -8.6 / -8.6 eV. For the energy above the lowest of the compared OMol25 structures with the same formula, charge and spin, the calculation gives 0.0 kJ/mol.

The geometry in ORCA input format:
```
! RIJCOSX wB97M-V def2-TZVPD def2/J DEFGRID3
* xyz 2 1
Ti -0.182 -0.723 0.906
C 0.141 -2.643 2.680
C 0.731 -1.334 2.908
C -1.565 -1.221 3.293
C -1.257 -2.554 2.915
C -0.367 -0.435 3.249
C 0.893 -3.913 2.581
H 1.900 -3.760 2.182
H 0.369 -4.626 1.933
H 1.002 -4.393 3.566
C -2.202 -3.693 2.973
H -1.879 -4.490 2.294
H -3.212 -3.390 2.662
H -2.290 -4.114 3.989
C -2.852 -0.769 3.858
H -2.880 -0.915 4.951
H -3.697 -1.327 3.426
H -3.014 0.295 3.639
C -0.227 0.904 3.874
H -0.316 0.823 4.968
H -1.018 1.577 3.525
H 0.743 1.361 3.652
C 2.149 -1.102 3.314
H 2.251 -1.204 4.409
H 2.499 -0.098 3.048
H 2.827 -1.833 2.860
C 0.365 -1.596 -1.169
C 1.348 -1.920 -0.227
C 2.664 -1.206 -0.020
C 2.596 0.341 0.038
C 1.350 0.932 0.644
C 0.137 1.175 -0.033
C -0.135 0.951 -1.509
C 0.348 -0.403 -2.098
H 3.373 -1.537 -0.801
H 2.767 0.722 -0.988
H 3.133 -1.562 0.908
H 1.335 -0.269 -2.569
H -0.264 -2.435 -1.504
H 1.339 -2.974 0.095
H -0.345 -0.648 -2.917
H -1.223 1.030 -1.657
H -0.553 1.877 0.451
H 0.276 1.792 -2.096
H 3.462 0.700 0.625
H 1.504 1.543 1.541
P 2.945 1.499 -3.087
C 2.560 0.848 -4.773
C 4.761 1.714 -3.355
P 2.267 4.360 -2.077
C 2.545 3.250 -3.532
C 3.890 5.266 -2.225
C 1.439 5.694 -3.078
H 1.491 0.970 -4.991
H 2.849 -0.209 -4.828
H 3.150 1.431 -5.495
H 4.903 2.070 -4.384
H 5.265 0.744 -3.245
H 5.185 2.449 -2.657
H 2.084 6.011 -3.912
H 1.274 6.565 -2.432
H 0.479 5.355 -3.485
H 1.675 3.277 -4.208
H 3.407 3.649 -4.097
H 3.851 6.141 -1.562
H 4.021 5.637 -3.253
H 4.750 4.640 -1.960
O -2.901 0.852 1.366
C -3.179 -0.199 0.751
N -2.197 -1.078 0.311
S -2.799 -2.409 -0.556
O -2.328 -3.607 0.090
O -2.521 -2.251 -1.959
C -4.444 -1.984 -0.162
C -5.564 -2.751 -0.475
C -6.806 -2.278 -0.049
C -6.912 -1.050 0.617
C -5.775 -0.260 0.854
C -4.515 -0.759 0.468
H -5.445 -3.678 -1.018
H -7.701 -2.870 -0.235
H -7.892 -0.693 0.950
H -5.833 0.715 1.318
*
```



# 2
ORCA calculation (the ωB97M-V functional and the def2-TZVPD basis) on a cluster of 4 separate species, C8H24O4S2 in total at a distorted geometry.

The total energy comes out at -1416.27349 a.u. The value obtained for the HOMO-LUMO gap is 9.53 eV. The calculation puts the maximum force at 0.302 Eh/bohr. As for the HOMO energy: -9.26 eV. The calculation puts the LUMO energy at 0.3 eV. For the energy above the lowest of the compared OMol25 structures with the same formula, charge and spin, the calculation gives 126.2 kJ/mol.

The geometry in ORCA input format:
```
! RIJCOSX wB97M-V def2-TZVPD def2/J DEFGRID3
* xyz 0 1
C -1.820 -1.507 -1.858
C -0.823 -1.229 -3.120
O -1.037 0.213 -3.415
H -1.753 -2.591 -1.675
H -2.854 -1.134 -2.013
H -1.509 -0.979 -0.856
H -1.209 -1.943 -3.925
H 0.277 -1.375 -2.934
H -1.877 0.282 -3.908
C -1.729 2.884 5.798
C -0.652 2.891 4.830
O -1.283 2.930 3.463
H -2.601 2.134 5.702
H -2.520 3.690 5.971
H -1.481 2.889 6.772
H -0.100 1.941 4.747
H 0.017 3.743 4.933
H -0.670 2.883 2.949
C -0.926 2.167 -0.073
S 0.799 2.536 0.208
O 0.794 2.889 1.666
C 1.306 0.915 -0.061
H -1.172 2.068 -1.227
H -1.507 2.953 0.360
H -1.250 1.293 0.348
H 0.984 0.373 -1.018
H 0.802 0.499 0.834
H 2.378 0.813 0.019
C 2.326 -2.397 -1.117
S 3.054 -3.637 -2.160
O 2.856 -4.940 -1.388
C 1.838 -3.641 -3.500
H 1.367 -2.934 -1.028
H 2.048 -1.390 -1.680
H 2.849 -2.324 -0.292
H 2.243 -4.398 -4.255
H 2.047 -2.510 -4.060
H 0.789 -4.054 -3.036
*
```



# 3
ORCA calculation (the ωB97M-V functional and the def2-TZVPD basis) on a cluster of 7 separate species, C6H24FN12O6 in total at a distorted geometry.

The total energy comes out at -1451.53379 a.u. The value obtained for the HOMO-LUMO gap is 7.34 eV. The calculation puts the maximum force at 0.181 Eh/bohr. As for the HOMO energy: -5.34 eV. The calculation puts the LUMO energy at 2.0 eV. For the energy above the lowest of the compared OMol25 structures with the same formula, charge and spin, the calculation gives 726.3 kJ/mol.

The geometry in ORCA input format:
```
! RIJCOSX wB97M-V def2-TZVPD def2/J DEFGRID3
* xyz -1 1
F 37.920 3.909 3.619
C 36.220 -1.200 5.572
O 36.267 -2.248 6.319
N 35.650 -0.093 5.949
N 36.644 -1.199 4.339
H 36.013 0.725 5.480
H 35.175 -0.182 6.836
H 37.306 -1.848 3.939
H 36.371 -0.373 3.825
C 41.443 3.885 7.654
O 42.424 3.864 8.401
N 40.847 4.905 7.171
N 40.792 2.832 7.361
H 41.116 5.832 7.468
H 40.117 4.683 6.508
H 40.071 2.953 6.664
H 41.062 1.870 7.509
C 43.145 0.420 1.841
O 43.778 -0.432 1.222
N 41.911 0.755 1.604
N 43.646 1.170 2.777
H 41.410 1.510 2.051
H 41.605 0.302 0.755
H 44.592 1.082 3.119
H 43.073 1.813 3.306
C 32.024 5.763 3.135
O 30.861 5.549 2.913
N 32.557 6.920 2.977
N 32.819 4.818 3.655
H 33.550 7.069 2.868
H 32.012 7.759 2.845
H 32.576 3.854 3.830
H 33.768 5.154 3.737
C 35.966 3.483 -1.662
O 35.755 3.440 -2.875
N 36.080 4.543 -0.983
N 36.111 2.577 -0.808
H 36.141 5.348 -1.590
H 36.176 4.594 0.022
H 36.148 1.585 -0.999
H 36.632 2.888 -0.001
C 41.183 9.871 1.926
O 41.302 10.086 3.124
N 41.617 10.640 0.998
N 40.605 8.834 1.374
H 41.474 10.432 0.020
H 42.026 11.533 1.232
H 40.107 8.167 1.946
H 40.597 8.713 0.371
*
```



# 4
ORCA calculation (the ωB97M-V functional and the def2-TZVPD basis) on a structure of composition C27H23N7O2RuSTe at a distorted geometry.

The total energy comes out at -2336.89807 a.u. The value obtained for the HOMO-LUMO gap (alpha / beta) is 2.30 / 3.19 eV. The calculation puts the maximum force at 0.030 Eh/bohr. As for the HOMO energy (alpha / beta): -12.53 / -12.42 eV. The calculation puts the LUMO energy (alpha / beta) at -10.2 / -9.2 eV. For the energy above the lowest of the compared OMol25 structures with the same formula, charge and spin, the calculation gives 241.9 kJ/mol.

The geometry in ORCA input format:
```
! RIJCOSX wB97M-V def2-TZVPD def2/J DEFGRID3
* xyz 2 1
Ru -0.828 -0.112 -1.385
N 5.856 -0.154 3.179
C 5.134 -0.172 2.035
C 3.962 -0.954 1.946
C 3.260 -1.006 0.765
C 3.701 -0.272 -0.336
C 4.829 0.533 -0.261
C 5.539 0.584 0.916
S 2.783 -0.492 -1.820
O 2.571 -1.897 -1.994
O 3.254 0.280 -2.916
N 1.226 0.124 -1.377
C 1.158 1.495 -1.344
N 2.206 2.289 -1.163
C 2.017 3.595 -1.233
C 0.758 4.151 -1.444
C -0.297 3.273 -1.534
N -0.116 1.950 -1.480
H 5.614 -0.758 3.941
H 6.726 0.341 3.235
H 3.637 -1.530 2.803
H 2.387 -1.638 0.660
H 5.148 1.086 -1.135
H 6.429 1.195 0.990
H 2.898 4.214 -1.107
H 0.603 5.217 -1.514
H -1.306 3.645 -1.656
C -5.824 2.510 -2.003
C -6.173 1.168 -2.118
C -5.206 0.186 -2.094
C -3.860 0.555 -1.947
C -3.515 1.903 -1.832
C -4.492 2.878 -1.865
N -2.824 -0.401 -1.930
N -3.185 -1.590 -2.130
C -2.198 -2.534 -2.091
C -2.510 -3.861 -2.342
C -1.482 -4.789 -2.368
C -0.189 -4.353 -2.132
C 0.047 -3.017 -1.838
N -0.934 -2.113 -1.817
H -6.593 3.271 -2.016
H -7.212 0.889 -2.229
H -5.464 -0.857 -2.187
H -2.469 2.149 -1.747
H -4.224 3.923 -1.793
H -3.543 -4.124 -2.519
H -1.686 -5.830 -2.580
H 0.650 -5.033 -2.172
H 1.051 -2.666 -1.653
Te -1.815 0.179 1.064
C -0.966 -0.165 2.987
C -1.748 -0.906 3.869
C -1.333 -1.033 5.183
C -0.161 -0.418 5.608
C 0.612 0.313 4.714
C 0.220 0.439 3.393
H -2.671 -1.369 3.543
H -1.936 -1.601 5.879
H 0.146 -0.503 6.641
H 1.517 0.800 5.051
H 0.821 1.013 2.699
*
```



Number 3 is which compound?
C6H24FN12O6



What did the first record say?
ORCA calculation (the ωB97M-V functional and the def2-TZVPD basis) on a structure of composition C30H45NO3P2STi at a distorted geometry.

The total energy comes out at -3380.32512 a.u. The value obtained for the HOMO-LUMO gap (alpha / beta) is 4.85 / 4.86 eV. The calculation puts the maximum force at 0.147 Eh/bohr. As for the HOMO energy (alpha / beta): -13.44 / -13.44 eV. The calculation puts the LUMO energy (alpha / beta) at -8.6 / -8.6 eV. For the energy above the lowest of the compared OMol25 structures with the same formula, charge and spin, the calculation gives 0.0 kJ/mol.

The geometry in ORCA input format:
```
! RIJCOSX wB97M-V def2-TZVPD def2/J DEFGRID3
* xyz 2 1
Ti -0.182 -0.723 0.906
C 0.141 -2.643 2.680
C 0.731 -1.334 2.908
C -1.565 -1.221 3.293
C -1.257 -2.554 2.915
C -0.367 -0.435 3.249
C 0.893 -3.913 2.581
H 1.900 -3.760 2.182
H 0.369 -4.626 1.933
H 1.002 -4.393 3.566
C -2.202 -3.693 2.973
H -1.879 -4.490 2.294
H -3.212 -3.390 2.662
H -2.290 -4.114 3.989
C -2.852 -0.769 3.858
H -2.880 -0.915 4.951
H -3.697 -1.327 3.426
H -3.014 0.295 3.639
C -0.227 0.904 3.874
H -0.316 0.823 4.968
H -1.018 1.577 3.525
H 0.743 1.361 3.652
C 2.149 -1.102 3.314
H 2.251 -1.204 4.409
H 2.499 -0.098 3.048
H 2.827 -1.833 2.860
C 0.365 -1.596 -1.169
C 1.348 -1.920 -0.227
C 2.664 -1.206 -0.020
C 2.596 0.341 0.038
C 1.350 0.932 0.644
C 0.137 1.175 -0.033
C -0.135 0.951 -1.509
C 0.348 -0.403 -2.098
H 3.373 -1.537 -0.801
H 2.767 0.722 -0.988
H 3.133 -1.562 0.908
H 1.335 -0.269 -2.569
H -0.264 -2.435 -1.504
H 1.339 -2.974 0.095
H -0.345 -0.648 -2.917
H -1.223 1.030 -1.657
H -0.553 1.877 0.451
H 0.276 1.792 -2.096
H 3.462 0.700 0.625
H 1.504 1.543 1.541
P 2.945 1.499 -3.087
C 2.560 0.848 -4.773
C 4.761 1.714 -3.355
P 2.267 4.360 -2.077
C 2.545 3.250 -3.532
C 3.890 5.266 -2.225
C 1.439 5.694 -3.078
H 1.491 0.970 -4.991
H 2.849 -0.209 -4.828
H 3.150 1.431 -5.495
H 4.903 2.070 -4.384
H 5.265 0.744 -3.245
H 5.185 2.449 -2.657
H 2.084 6.011 -3.912
H 1.274 6.565 -2.432
H 0.479 5.355 -3.485
H 1.675 3.277 -4.208
H 3.407 3.649 -4.097
H 3.851 6.141 -1.562
H 4.021 5.637 -3.253
H 4.750 4.640 -1.960
O -2.901 0.852 1.366
C -3.179 -0.199 0.751
N -2.197 -1.078 0.311
S -2.799 -2.409 -0.556
O -2.328 -3.607 0.090
O -2.521 -2.251 -1.959
C -4.444 -1.984 -0.162
C -5.564 -2.751 -0.475
C -6.806 -2.278 -0.049
C -6.912 -1.050 0.617
C -5.775 -0.260 0.854
C -4.515 -0.759 0.468
H -5.445 -3.678 -1.018
H -7.701 -2.870 -0.235
H -7.892 -0.693 0.950
H -5.833 0.715 1.318
*
```



Which of these has the highest maximum force?
C8H24O4S2



The highest maximum force belongs to which entry?
C8H24O4S2